(1)
{"formula": "C18H34CaCl2F3N4O3S6SbSi2Te", "method": "wB97M-V/def2-TZVPD", "homo_energy_ev": -1.61, "relative_energy_kj_mol": 305.5, "charge": -2, "fmax_ha_per_bohr": 0.06676, "e_lumo_ha": 0.1200, "symbols": ["Ca", "C", "C", "N", "N", "C", "N", "S", "C", "C", "C", "C", "C", "N", "H", "H", "H", "H", "H", "H", "H", "H", "H", "H", "S", "Sb", "S", "S", "S", "Cl", "C", "Cl", "H", "H", "F", "C", "F", "F", "S", "O", "O", "O", "C", "Si", "C", "C", "C", "Te", "C", "Si", "C", "C", "C", "H", "H", "H", "H", "H", "H", "H", "H", "H", "H", "H", "H", "H", "H", "H", "H", "H", "H", "H", "H", "H", "H"], "positions_angstrom": [[-2.703, -3.708, 1.007], [-3.561, 1.506, 1.142], [-2.064, 1.439, 1.034], [-1.518, 0.615, 0.215], [-2.402, -0.037, -0.687], [-2.115, -1.289, -1.196], [-2.951, -1.588, -2.231], [-0.861, -2.253, -0.603], [-1.205, 2.028, 2.103], [-1.702, 2.224, 3.419], [-0.846, 2.775, 4.354], [0.424, 3.195, 3.973], [0.763, 3.027, 2.640], [-0.062, 2.554, 1.707], [-3.894, 1.921, 0.160], [-3.889, 2.250, 1.874], [-3.996, 0.481, 1.256], [-2.871, 0.589, -1.387], [-3.928, -1.565, -2.019], [-2.687, -2.464, -2.736], [-2.648, 1.848, 3.753], [-1.178, 2.831, 5.392], [1.067, 3.802, 4.602], [1.758, 3.193, 2.276], [-4.846, -7.399, -2.050], [-3.551, -5.572, -1.672], [-4.770, -3.722, -0.694], [-2.325, -6.282, 0.211], [-1.956, -4.820, -3.215], [1.877, -6.030, 3.980], [1.189, -5.710, 2.369], [0.706, -3.957, 2.295], [0.303, -6.243, 1.980], [2.091, -5.781, 1.732], [-1.359, -0.318, 4.400], [-1.835, -1.565, 4.684], [-2.223, -1.615, 5.987], [-0.788, -2.402, 4.385], [-3.269, -2.051, 3.535], [-4.329, -1.342, 4.129], [-3.323, -3.523, 3.596], [-2.739, -1.609, 2.203], [3.004, -2.892, -1.695], [3.320, -1.004, -1.923], [4.350, -0.457, -0.427], [4.261, -0.485, -3.481], [1.485, -0.255, -1.978], [0.989, 0.599, -0.054], [1.729, 2.523, -0.691], [1.096, 3.741, -2.184], [1.530, 5.465, -1.531], [2.031, 3.594, -3.840], [-0.737, 3.630, -2.500], [3.849, -3.441, -2.192], [2.103, -3.260, -2.229], [3.055, -3.234, -0.645], [5.205, -1.146, -0.389], [3.887, -0.466, 0.564], [4.618, 0.581, -0.573], [5.412, -0.581, -3.432], [4.082, 0.556, -3.745], [3.971, -1.154, -4.292], [0.787, -0.984, -2.395], [1.519, 0.561, -2.705], [2.734, 2.355, -1.157], [1.786, 3.148, 0.184], [2.586, 5.748, -1.704], [1.413, 5.570, -0.459], [0.910, 6.185, -2.068], [3.093, 3.326, -3.848], [1.994, 4.526, -4.401], [1.453, 2.869, -4.488], [-1.016, 4.641, -2.862], [-1.258, 3.438, -1.561], [-1.023, 2.872, -3.198]], "lowdin_charge": [0.67, -0.03, -0.30, -0.14, -0.02, -0.84, 0.05, 0.55, -0.23, -0.02, -0.07, -0.06, -0.15, 0.02, 0.08, 0.07, 0.10, 0.16, 0.02, -0.02, 0.11, 0.11, 0.10, 0.09, -0.36, -0.27, -0.26, -0.33, -0.31, 0.46, -0.93, 0.49, 0.01, 0.02, 0.09, -0.55, 0.11, 0.04, 0.49, -0.27, -0.36, -0.46, -0.19, 0.46, -0.24, -0.20, -0.58, 1.36, -0.56, 0.50, -0.20, -0.20, -0.19, 0.02, 0.03, 0.02, 0.02, -0.01, 0.00, 0.05, 0.00, 0.02, -0.03, -0.03, -0.02, -0.06, 0.03, 0.01, 0.02, 0.02, 0.01, 0.04, 0.03, 0.02, 0.02]}


(2)
{"formula": "C18H34F4IN3O3PPbS", "method": "wB97M-V/def2-TZVPD", "homo_energy_ev": -9.80, "relative_energy_kj_mol": 203.9, "charge": 1, "fmax_ha_per_bohr": 0.06222, "e_lumo_ha": -0.2831, "symbols": ["C", "C", "C", "F", "P", "I", "C", "C", "C", "C", "O", "C", "C", "C", "C", "C", "N", "C", "C", "S", "C", "N", "N", "C", "O", "C", "O", "C", "F", "F", "F", "H", "H", "H", "H", "H", "H", "H", "H", "H", "H", "H", "H", "H", "H", "H", "H", "H", "H", "H", "H", "H", "H", "H", "H", "H", "H", "H", "H", "H", "H", "H", "H", "H", "H", "Pb"], "positions_angstrom": [[1.072, -4.372, 1.700], [0.195, -3.403, 0.742], [1.129, -2.221, 0.404], [2.356, -2.857, 0.005], [0.578, -0.770, -0.766], [-1.197, -0.346, 1.034], [0.113, 0.805, -1.768], [-0.756, 1.946, -1.148], [-2.305, 1.896, -1.481], [-2.941, 3.339, -1.369], [-3.154, 3.572, 0.028], [1.943, 0.273, 0.131], [1.636, 0.996, 1.477], [3.045, 1.703, 1.856], [2.830, 2.751, 2.999], [2.715, 2.043, 4.419], [1.328, 2.307, 4.905], [-0.579, -1.867, -1.848], [-2.121, -1.830, -1.735], [-2.927, -3.146, -0.686], [-4.347, -2.215, -0.057], [-4.800, -2.050, 1.182], [-5.867, -1.214, 1.004], [-6.009, -0.913, -0.282], [-5.037, -1.554, -1.026], [1.968, -1.303, -2.027], [1.891, -0.568, -3.318], [3.119, -0.288, -3.807], [3.757, 0.714, -3.125], [2.930, 0.205, -5.074], [3.908, -1.379, -3.943], [0.339, -5.001, 2.271], [1.647, -5.056, 1.043], [1.705, -3.779, 2.398], [-0.082, -4.106, -0.083], [-0.717, -3.243, 1.344], [1.402, -1.783, 1.404], [1.031, 1.364, -2.091], [-0.379, 0.595, -2.758], [-0.539, 2.289, -0.118], [-0.496, 2.880, -1.748], [-2.884, 1.263, -0.765], [-2.468, 1.470, -2.503], [-3.989, 3.341, -1.831], [-2.278, 4.100, -1.839], [-2.316, 3.865, 0.427], [2.807, -0.395, 0.407], [2.464, 1.038, -0.507], [1.499, 0.313, 2.355], [0.939, 1.856, 1.459], [3.765, 0.907, 2.145], [3.401, 2.272, 0.957], [3.781, 3.350, 3.055], [2.018, 3.488, 2.814], [2.934, 0.956, 4.274], [3.477, 2.438, 5.136], [0.748, 2.201, 4.071], [1.073, 1.620, 5.614], [-0.400, -1.571, -2.922], [-0.259, -2.942, -1.923], [-2.506, -2.151, -2.752], [-2.634, -0.862, -1.586], [-6.759, -0.246, -0.735], [2.992, -1.094, -1.660], [1.828, -2.361, -2.367], [-5.617, 2.735, -1.412]], "lowdin_charge": [-0.08, -0.28, -0.45, -0.08, 0.54, 0.85, -0.28, -0.29, -0.24, -0.35, -0.12, -0.30, -0.31, -0.20, -0.20, -0.27, -0.02, -0.33, -0.53, 0.95, -0.64, 0.08, 0.03, -0.19, -0.03, -0.20, -0.05, -0.67, 0.13, 0.13, 0.16, 0.08, 0.07, 0.08, 0.10, 0.05, 0.10, 0.09, 0.10, 0.06, 0.12, 0.04, 0.12, -0.20, 0.15, 0.13, 0.10, 0.10, 0.09, 0.07, 0.12, 0.11, 0.11, 0.11, 0.10, 0.11, 0.04, 0.06, 0.10, 0.10, 0.09, 0.03, 0.08, 0.10, 0.12, 1.40]}


(3)
{"formula": "C18H34O7S2", "method": "wB97M-V/def2-TZVPD", "homo_energy_ev": -9.53, "charge": 0, "fmax_ha_per_bohr": 0.00875, "e_lumo_ha": 0.0133, "symbols": ["C", "C", "C", "O", "O", "C", "C", "C", "C", "C", "C", "C", "O", "S", "O", "O", "O", "C", "C", "C", "C", "C", "C", "H", "H", "H", "H", "H", "H", "H", "H", "H", "H", "H", "H", "H", "H", "H", "H", "H", "H", "H", "H", "H", "H", "H", "H", "H", "H", "H", "H", "C", "S", "O", "C", "H", "H", "H", "H", "H", "H"], "positions_angstrom": [[0.395, 5.670, -4.583], [0.071, 4.760, -3.685], [-0.450, 5.127, -2.329], [0.141, 5.815, -1.544], [-1.713, 4.653, -2.072], [-1.778, 3.302, -1.565], [-2.255, 3.298, -0.111], [-1.151, 2.923, 0.881], [-0.844, 1.424, 0.861], [0.592, 1.060, 1.224], [0.800, -0.441, 1.047], [2.204, -0.902, 1.311], [2.510, -0.756, 2.735], [3.795, -1.618, 3.095], [4.931, -0.783, 3.253], [3.422, -2.537, 4.115], [3.919, -2.360, 1.703], [2.586, -2.358, 1.083], [2.660, -2.950, -0.308], [3.682, -2.221, -1.187], [1.220, -3.070, -0.878], [0.892, -2.213, -2.101], [-0.614, -2.200, -2.405], [0.762, 5.383, -5.559], [0.306, 6.729, -4.376], [0.142, 3.704, -3.921], [-2.448, 2.749, -2.222], [-0.783, 2.848, -1.639], [-2.623, 4.300, 0.109], [-3.087, 2.596, -0.008], [-1.469, 3.220, 1.883], [-0.248, 3.497, 0.653], [-1.498, 0.886, 1.550], [-1.067, 1.004, -0.127], [0.795, 1.330, 2.264], [1.293, 1.618, 0.594], [0.111, -0.971, 1.711], [0.535, -0.717, 0.025], [2.924, -0.254, 0.798], [1.972, -2.997, 1.728], [3.036, -3.964, -0.158], [3.624, -1.136, -1.084], [4.692, -2.505, -0.893], [3.560, -2.475, -2.238], [0.497, -2.834, -0.093], [1.037, -4.118, -1.129], [1.244, -1.189, -1.943], [1.443, -2.593, -2.963], [-1.204, -2.401, -1.510], [-0.881, -2.935, -3.165], [-0.930, -1.227, -2.784], [-4.764, -1.345, 2.349], [-2.970, -1.390, 2.384], [-2.516, -1.584, 0.979], [-2.822, -2.986, 3.191], [-5.055, -0.433, 1.832], [-5.133, -2.216, 1.808], [-5.145, -1.328, 3.370], [-3.329, -3.739, 2.589], [-3.253, -2.929, 4.191], [-1.761, -3.216, 3.262]], "lowdin_charge": [0.04, -0.08, -0.49, 0.15, -0.03, -0.17, -0.17, -0.20, -0.22, -0.18, -0.13, -0.26, -0.16, 0.59, -0.22, -0.23, -0.16, -0.25, -0.28, -0.04, -0.16, -0.26, -0.09, 0.06, 0.07, 0.11, 0.12, 0.12, 0.12, 0.11, 0.11, 0.11, 0.08, 0.11, 0.13, 0.12, 0.12, 0.11, 0.16, 0.17, 0.14, 0.08, 0.09, 0.08, 0.10, 0.12, 0.10, 0.10, 0.06, 0.07, 0.07, -0.26, 0.79, -0.55, -0.26, 0.05, 0.06, 0.06, 0.06, 0.06, 0.05]}